Below is a 2-piece molecular cluster, C24H21N5O5 overall, with properties calculated with ωB97M-V with the def2-TZVPD basis set.

CARTESIAN COORDINATES (ANGSTROEM)
N: 1.679 -2.857 1.083
C: 1.515 -2.035 1.900
C: 1.349 -1.040 2.926
C: 1.357 0.338 2.611
C: 1.373 1.255 3.667
N: 1.738 2.601 3.675
O: 2.094 3.400 2.827
O: 1.762 2.967 5.053
N: 1.418 1.901 5.864
C: 1.193 0.873 5.003
C: 1.039 -0.530 5.318
N: 0.762 -1.010 6.654
O: 0.354 -0.235 7.539
O: 0.920 -2.234 6.866
C: 1.226 -1.458 4.279
H: 1.452 0.729 1.599
H: 1.241 -2.520 4.524
O: 0.571 -0.264 -0.364
C: -0.206 -0.080 -1.537
C: 0.412 1.148 -2.176
C: 1.764 1.373 -1.944
C: 2.361 2.535 -2.444
C: 1.613 3.438 -3.205
C: 0.270 3.171 -3.481
C: -0.346 2.033 -2.948
C: -0.097 -1.318 -2.445
C: 0.100 -2.580 -1.895
C: 0.156 -3.698 -2.735
C: 0.084 -3.542 -4.124
C: -0.096 -2.266 -4.671
C: -0.205 -1.154 -3.831
C: -1.683 0.048 -1.148
C: -2.114 1.326 -0.400
C: -3.304 0.864 0.455
C: -3.242 -0.678 0.475
N: -2.006 -1.016 -0.219
H: 0.049 -0.850 0.223
H: 2.341 0.649 -1.366
H: 3.412 2.704 -2.230
H: 2.080 4.343 -3.595
H: -0.324 3.834 -4.109
H: -1.402 1.808 -3.144
H: 0.269 -2.706 -0.824
H: 0.270 -4.678 -2.282
H: 0.164 -4.408 -4.781
H: -0.160 -2.113 -5.747
H: -0.351 -0.155 -4.242
H: -2.298 -0.071 -2.066
H: -1.309 1.701 0.249
H: -2.361 2.117 -1.113
H: -3.241 1.268 1.473
H: -4.252 1.187 0.017
H: -3.251 -1.060 1.499
H: -4.107 -1.125 -0.045
H: -2.034 -1.929 -0.668

Cartesian forces (eV/Å) of the 6 atoms listed first:
-0.39 1.78 1.95
0.35 -1.63 -1.64
0.06 1.96 -0.36
0.53 -1.03 -0.49
0.32 1.11 0.14
0.00 -0.91 0.49

For the highest occupied orbital energy, the calculation gives -9.10 eV. The calculation puts the total energy at -42908.3648 eV. The spin multiplicity is 1. The value obtained for the LUMO energy is -2.502 eV. For the energy relative to the best compared isomer or geometry (same formula, charge and spin), the calculation gives 0.0 kJ/mol.

natural (NBO) atomic charge list, values in e, 5 entries: N -0.27; C 0.27; C -0.20; C -0.08; C 0.02


Below is a 16-piece molecular cluster, C45H37BrCl45F19N2O3S overall, with properties calculated with ωB97M-V with the def2-TZVPD basis set.

CARTESIAN COORDINATES (ANGSTROEM)
C: 1.985 -0.636 5.808
C: 0.348 -0.311 5.891
O: -0.272 -0.536 7.052
O: -0.272 0.154 4.640
C: -1.580 0.786 4.863
C: -2.854 -0.245 4.920
C: -3.722 -0.025 3.553
C: -3.376 -1.035 2.314
C: -2.098 -0.557 1.374
C: -2.423 0.769 0.408
C: -3.901 1.525 0.358
C: -4.511 1.238 -1.132
C: -6.140 1.188 -1.242
F: -6.541 2.401 -2.050
F: -6.858 1.352 0.064
C: -6.685 -0.227 -1.881
F: -8.132 -0.478 -1.527
F: -5.935 -1.313 -1.144
C: -6.347 -0.450 -3.466
F: -6.776 -1.864 -3.784
F: -4.913 -0.379 -3.826
C: -7.163 0.511 -4.508
F: -6.269 1.670 -4.885
F: -8.405 1.117 -3.977
F: -7.345 -0.267 -5.769
C: -1.275 1.441 -0.606
N: -1.569 2.661 -1.450
C: 0.177 0.679 -0.624
C: 0.482 -0.663 0.299
C: -0.617 -1.338 1.357
C: -0.316 -2.664 2.260
F: 1.101 -2.944 2.575
F: -0.967 -2.568 3.624
C: -0.931 -4.078 1.627
F: 0.053 -5.161 2.003
F: -2.173 -4.418 2.417
C: -1.224 -4.026 0.020
F: -2.471 -3.255 -0.347
F: -0.037 -3.583 -0.803
C: -1.531 -5.576 -0.533
F: -2.659 -6.234 0.163
F: -0.296 -6.404 -0.637
F: -1.993 -5.374 -1.958
S: 2.230 -1.386 0.025
C: 3.289 0.206 -0.036
C: 4.745 0.315 0.708
C: 5.601 1.712 0.676
C: 4.897 2.985 -0.136
C: 5.782 4.402 -0.097
C: 7.064 4.385 -1.119
O: 8.319 4.426 -0.667
F: 6.839 4.336 -2.583
C: 3.433 2.865 -0.925
Br: 2.760 4.482 -1.906
C: 2.567 1.448 -0.893
N: 1.232 1.231 -1.568
H: 2.092 -1.786 5.545
H: 2.498 -0.460 6.847
H: 2.524 -0.008 4.962
H: -1.579 1.400 5.887
H: -1.699 1.622 4.020
H: -3.544 0.138 5.817
H: -2.590 -1.354 5.180
H: -3.672 1.124 3.231
H: -4.867 -0.204 3.832
H: -3.308 -2.141 2.688
H: -4.322 -1.001 1.585
H: -3.679 2.697 0.414
H: -4.601 1.262 1.254
H: -3.959 0.266 -1.540
H: -4.123 2.121 -1.834
H: -2.028 2.427 -2.360
H: -2.067 3.413 -0.926
H: 5.142 -0.659 1.270
H: 6.646 1.815 1.193
H: 5.050 5.323 -0.248
H: 6.200 4.524 1.015
H: 0.966 2.155 -1.973
C: 7.809 -1.858 -0.036
Cl: 8.825 -2.424 1.301
Cl: 7.099 -0.281 0.347
Cl: 8.747 -1.771 -1.536
H: 6.997 -2.576 -0.178
C: -3.511 2.472 8.452
Cl: -2.119 1.606 9.126
Cl: -3.309 2.715 6.709
Cl: -5.012 1.592 8.788
H: -3.572 3.452 8.932
C: -4.665 6.083 11.122
Cl: -5.449 5.674 12.657
Cl: -3.290 5.008 10.819
Cl: -5.827 5.998 9.788
H: -4.292 7.108 11.189
C: -0.426 4.723 3.989
Cl: 0.390 4.023 5.398
Cl: -1.663 3.615 3.373
Cl: -1.143 6.290 4.401
H: 0.318 4.880 3.204
C: 7.256 -3.495 -5.229
Cl: 8.927 -2.905 -5.238
Cl: 7.185 -5.151 -4.604
Cl: 6.222 -2.423 -4.270
H: 6.887 -3.499 -6.258
C: -8.027 4.522 1.277
Cl: -6.409 4.270 1.953
Cl: -9.250 4.481 2.559
Cl: -8.101 6.057 0.396
H: -8.237 3.711 0.575
C: -5.767 -7.015 -1.261
Cl: -6.954 -6.829 -2.563
Cl: -6.527 -6.748 0.317
Cl: -5.018 -8.620 -1.326
H: -4.984 -6.265 -1.398
C: -1.271 -9.898 -0.924
Cl: -0.455 -10.598 0.485
Cl: -2.509 -11.006 -1.540
Cl: -1.988 -8.331 -0.512
H: -0.527 -9.741 -1.709
C: 8.029 5.582 3.500
Cl: 8.845 4.882 4.909
Cl: 6.791 4.475 2.883
Cl: 7.312 7.150 3.912
H: 8.773 5.740 2.715
C: -4.911 6.358 -1.891
Cl: -3.613 5.536 -1.008
Cl: -6.314 5.292 -2.070
Cl: -5.370 7.858 -1.066
H: -4.542 6.613 -2.888
C: -3.551 1.664 -7.190
Cl: -3.376 -0.092 -7.031
Cl: -3.571 2.434 -5.595
Cl: -2.248 2.331 -8.188
H: -4.504 1.871 -7.684
C: 12.484 -4.274 -7.144
Cl: 11.599 -5.346 -6.046
Cl: 11.436 -2.965 -7.715
Cl: 13.923 -3.616 -6.345
H: 12.808 -4.858 -8.009
C: 12.079 -0.739 -10.770
Cl: 13.730 -1.043 -10.204
Cl: 11.573 0.908 -10.357
Cl: 11.962 -1.005 -12.518
H: 11.408 -1.441 -10.270
C: -10.267 -8.556 -2.077
Cl: -11.454 -8.370 -3.380
Cl: -11.027 -8.288 -0.500
Cl: -9.518 -10.161 -2.143
H: -9.484 -7.805 -2.215
C: 11.345 3.633 -2.246
Cl: 11.520 1.877 -2.086
Cl: 11.326 4.404 -0.650
Cl: 12.648 4.300 -3.243
H: 10.392 3.840 -2.740

Cartesian forces (eV/Å) of the 6 atoms listed first:
-0.64 -0.21 -0.75
-1.48 -1.11 3.84
3.13 1.75 -7.36
0.92 -0.63 3.97
-1.00 0.81 1.02
-0.45 1.33 0.13

For the highest occupied orbital energy, the calculation gives -8.39 eV. The calculation puts the total energy at -752373.2498 eV. The spin multiplicity is 1. The value obtained for the LUMO energy is -1.249 eV.

Löwdin atomic charge list, values in e, 5 entries: C -0.02; C -0.29; O -0.05; O -0.12; C -0.26


Below is C42H41CdClO2P2 as an isolated structure, with properties calculated with ωB97M-V with the def2-TZVPD basis set.

CARTESIAN COORDINATES (ANGSTROEM)
Cd: -0.376 1.756 0.269
C: -2.140 1.064 -3.720
C: -1.980 -0.251 -3.442
C: -1.137 -1.236 -4.201
C: 0.265 -0.726 -4.582
C: 0.963 0.040 -3.488
C: 0.774 1.335 -3.208
C: 0.147 2.232 -4.223
C: -1.296 1.843 -4.690
C: 1.991 0.035 2.196
H: -3.057 1.549 -3.357
H: -2.657 -0.722 -2.726
H: -1.672 -1.553 -5.117
H: -1.032 -2.175 -3.624
H: 0.908 -1.590 -4.849
H: 0.176 -0.138 -5.506
H: 1.806 -0.532 -3.074
H: 1.245 1.802 -2.330
H: 0.806 2.263 -5.124
H: 0.107 3.264 -3.846
H: -1.816 2.780 -4.920
H: -1.264 1.299 -5.641
H: 1.235 0.813 2.283
H: 2.805 0.205 2.921
H: 1.469 -0.906 2.434
P: -1.530 -0.766 0.233
P: 2.650 0.020 0.538
C: 0.044 -1.107 -0.601
C: 1.370 -0.689 -0.524
C: -2.377 -2.351 0.237
C: -2.694 -3.150 -0.868
C: -3.524 -4.264 -0.693
C: -4.004 -4.576 0.577
C: -3.596 -3.854 1.705
C: -2.769 -2.761 1.524
C: -2.660 0.384 -0.665
C: -2.109 1.698 -1.007
C: -2.916 2.855 -0.759
C: -4.294 2.694 -0.746
C: -4.852 1.399 -0.834
C: -4.059 0.241 -0.702
C: 4.114 -1.023 0.520
C: 3.908 -2.369 0.852
C: 4.993 -3.232 1.013
C: 6.294 -2.740 0.811
C: 6.498 -1.434 0.354
C: 5.408 -0.568 0.222
C: 3.109 1.659 -0.063
C: 2.747 2.819 0.643
C: 2.913 4.082 0.088
C: 3.448 4.208 -1.195
C: 3.846 3.080 -1.893
C: 3.695 1.807 -1.332
H: -0.159 -1.884 -1.377
H: 1.926 -1.002 -1.413
H: -2.317 -2.897 -1.855
H: -3.779 -4.872 -1.568
H: -4.719 -5.385 0.702
H: -3.918 -4.119 2.707
H: -2.391 -2.181 2.358
H: -1.402 1.724 -1.850
H: -2.416 3.815 -0.608
H: -4.936 3.576 -0.728
H: -5.932 1.302 -0.964
H: -4.502 -0.761 -0.613
H: 2.890 -2.727 0.996
H: 4.820 -4.268 1.316
H: 7.149 -3.397 0.987
H: 7.508 -1.081 0.122
H: 5.558 0.463 -0.089
H: 2.301 2.718 1.630
H: 2.621 4.973 0.645
H: 3.552 5.204 -1.631
H: 4.294 3.150 -2.887
H: 4.044 0.930 -1.883
Cl: -2.079 -0.165 9.277
C: -1.761 -0.011 7.601
C: -1.205 -1.070 6.882
C: -0.981 -0.911 5.499
C: -1.332 0.244 4.778
C: -1.776 1.320 5.563
C: -2.036 1.196 6.941
C: -1.097 0.338 3.244
O: -1.015 -0.776 2.609
O: -1.013 1.479 2.674
H: -0.959 -1.987 7.422
H: -0.500 -1.738 4.992
H: -1.930 2.287 5.105
H: -2.434 2.001 7.544

Cartesian forces (eV/Å) of the 6 atoms listed first:
1.82 0.95 1.88
-0.49 -1.51 -0.36
-0.96 0.49 -0.84
0.45 -0.32 0.26
0.57 -0.23 -0.80
0.65 -0.06 -0.46

For the highest occupied orbital energy (spin up / spin down), the calculation gives -5.02 / -5.02 eV. The calculation puts the total energy at -83970.7379 eV. The spin multiplicity is 1. The value obtained for the LUMO energy (spin up / spin down) is -0.460 / -0.460 eV. For the energy relative to the best compared isomer or geometry (same formula, charge and spin), the calculation gives 0.0 kJ/mol.

Löwdin atomic charge list, values in e, 5 entries: Cd 1.23; C -0.12; C -0.12; C -0.18; C -0.19


Below is a 2-piece molecular cluster, C2H7NO overall, with properties calculated with ωB97M-V with the def2-TZVPD basis set.

CARTESIAN COORDINATES (ANGSTROEM)
O: 2.715 0.038 -0.727
H: 3.207 0.346 -1.581
C: -1.122 0.300 -0.076
C: -1.562 -0.992 0.344
N: 0.246 0.582 0.480
H: -1.290 0.737 -1.007
H: -1.457 -1.816 -0.232
H: -2.294 -1.128 1.169
H: 0.370 0.044 1.323
H: 0.907 0.255 -0.338
H: 0.279 1.634 0.645

Cartesian forces (eV/Å) of the 6 atoms listed first:
-0.31 0.94 -1.73
-1.67 -0.80 2.32
1.22 -3.75 2.06
-1.26 3.64 1.38
-3.03 3.64 -0.41
0.63 0.06 -2.00

For the highest occupied orbital energy, the calculation gives -7.37 eV. The calculation puts the total energy at -5718.1450 eV. The spin multiplicity is 1. The value obtained for the LUMO energy is -2.144 eV. For the energy relative to the best compared isomer or geometry (same formula, charge and spin), the calculation gives 684.7 kJ/mol.

natural (NBO) atomic charge list, values in e, 5 entries: O -1.27; H 0.43; C -0.01; C -0.41; N -0.74